(1)
The following is a DFT calculation (wB97M-V/def2-TZVPD) of a 2-piece molecular cluster, C3H5NO2 overall.

Relative energy (zero: lowest compared OMol25 entry of this formula, charge and spin) (kJ/mol): 229.1
E_HOMO (eV): -9.89
Frontier orbital gap (Ha): 0.396

XYZ file:
```
11
C3H5NO2 (wB97M-V/def2-TZVPD)
O 0.28 1.52 -0.72
C -0.24 0.65 0.21
C -1.48 -0.04 -0.18
N -0.22 -0.79 -0.08
C 2.33 -0.73 -0.30
O 2.43 -1.71 0.26
H 1.24 1.60 -0.59
H -0.09 0.94 1.25
H -2.25 -0.21 0.57
H -1.81 0.09 -1.20
H -0.19 -1.34 0.78
```

Mulliken population analysis, charges in e, atoms 1 to 4: atom 1 (O): -0.49, atom 2 (C): 0.02, atom 3 (C): -0.38, atom 4 (N): -0.46

***

(2)
The following is a DFT calculation (wB97M-V/def2-TZVPD) of one molecule with the formula C23H19NO4.

Relative energy (zero: lowest compared OMol25 entry of this formula, charge and spin) (kJ/mol): 0.0
E_HOMO (eV): -8.81
Frontier orbital gap (Ha): 0.323

XYZ file:
```
47
C23H19NO4 (wB97M-V/def2-TZVPD)
C -4.74 -2.87 -4.20
C -5.34 -1.98 -3.12
C -4.28 -1.38 -2.23
O -3.10 -1.57 -2.32
O -4.85 -0.56 -1.32
C -4.09 0.07 -0.36
C -4.39 1.40 -0.09
C -3.68 2.08 0.88
C -2.66 1.44 1.58
C -1.93 2.19 2.64
O -2.51 2.87 3.47
N -0.57 2.03 2.70
C 0.31 1.47 1.77
C 0.08 1.55 0.40
C 0.98 0.96 -0.48
C 2.12 0.34 -0.02
C 2.38 0.30 1.35
C 3.58 -0.38 1.91
O 3.54 -0.94 2.99
C 4.81 -0.34 1.09
C 5.70 -1.41 1.18
C 6.88 -1.40 0.45
C 7.18 -0.31 -0.36
C 6.31 0.77 -0.43
C 5.13 0.76 0.29
C 1.46 0.85 2.24
C -2.39 0.10 1.33
C -3.11 -0.59 0.37
H -5.52 -3.29 -4.82
H -4.17 -3.68 -3.75
H -4.06 -2.30 -4.83
H -6.02 -2.54 -2.49
H -5.91 -1.16 -3.57
H -5.17 1.89 -0.65
H -3.90 3.11 1.11
H -0.16 2.38 3.55
H -0.78 2.07 0.02
H 0.78 1.01 -1.54
H 2.80 -0.13 -0.71
H 5.45 -2.24 1.82
H 7.56 -2.24 0.51
H 8.10 -0.30 -0.93
H 6.56 1.62 -1.04
H 4.47 1.60 0.25
H 1.66 0.79 3.30
H -1.63 -0.42 1.90
H -2.90 -1.63 0.17
```

Mulliken population analysis, charges in e, atoms 1 to 4: atom 1 (C): -1.15, atom 2 (C): -0.36, atom 3 (C): 0.54, atom 4 (O): -0.56

***

(3)
The following is a DFT calculation (wB97M-V/def2-TZVPD) of C13H17CeClN2 as an isolated structure.

Relative energy (zero: lowest compared OMol25 entry of this formula, charge and spin) (kJ/mol): 0.0
E_HOMO (alpha / beta) (eV): -15.98 / -15.98
Frontier orbital gap (alpha / beta) (Ha): 0.255 / 0.255
Total charge: +2

XYZ file:
```
34
C13H17CeClN2 (wB97M-V/def2-TZVPD)
C 3.14 -2.92 2.18
C 2.71 -3.96 1.14
H 3.98 -2.32 1.84
H 3.51 -3.41 3.09
H 2.32 -2.27 2.50
H 2.21 -3.49 0.30
H 3.57 -4.50 0.76
H 2.07 -4.72 1.59
C 0.72 2.92 1.30
C 0.64 4.30 1.08
C -0.10 4.76 -0.01
C -0.74 3.80 -0.79
H 1.23 2.51 2.19
H 1.17 4.99 1.74
H -0.16 5.82 -0.25
H -1.28 4.15 -1.67
N 0.19 1.97 0.47
C -0.62 2.42 -0.53
C -1.33 1.42 -1.32
N -1.14 0.10 -1.01
C -1.88 -0.87 -1.62
C -2.83 0.76 -3.11
C -2.72 -0.57 -2.70
H -1.77 -1.87 -1.17
H -3.25 -1.38 -3.20
C -2.15 1.76 -2.41
H -2.22 2.80 -2.73
H -3.43 1.03 -3.97
Ce 0.51 -0.66 0.50
C -0.29 -2.82 0.79
H 0.02 -3.29 -0.15
H -1.37 -2.83 0.98
H 0.28 -3.18 1.67
Cl -1.01 -0.41 2.52
```

Mulliken population analysis, charges in e, atoms 1 to 4: atom 1 (C): -0.67, atom 2 (C): -0.70, atom 3 (H): 0.29, atom 4 (H): 0.33

***

(4)
The following is a DFT calculation (wB97M-V/def2-TZVPD) of a 2-piece molecular cluster, C4H9N2O overall.

Relative energy (zero: lowest compared OMol25 entry of this formula, charge and spin) (kJ/mol): 463.1
E_HOMO (eV): -13.36
Frontier orbital gap (Ha): 0.350
Total charge: +1

XYZ file:
```
16
C4H9N2O (wB97M-V/def2-TZVPD)
C -2.74 0.13 -0.37
C -1.83 0.83 0.25
C 2.10 0.70 0.69
C 0.02 -0.51 0.20
N 0.97 0.18 1.03
N 0.58 -0.81 -1.07
O 2.64 0.59 -0.42
H -3.70 0.58 -0.42
H -2.67 -0.83 -0.85
H -1.68 1.75 0.76
H 2.76 1.23 1.42
H -0.32 -1.46 0.68
H 0.87 0.07 2.04
H 0.04 -0.81 -1.91
H 0.86 -1.75 -0.95
H 2.07 0.10 -1.08
```

Mulliken population analysis, charges in e, atoms 1 to 4: atom 1 (C): -0.59, atom 2 (C): -0.04, atom 3 (C): -0.01, atom 4 (C): -0.24

***

(5)
The following is a DFT calculation (wB97M-V/def2-TZVPD) of C46H37BMoN10O2P2S5 as an isolated structure.

Relative energy (zero: lowest compared OMol25 entry of this formula, charge and spin) (kJ/mol): 0.0
Spin multiplicity: 3
E_HOMO (alpha / beta) (eV): -7.68 / -7.78
Frontier orbital gap (alpha / beta) (Ha): 0.217 / 0.248
Expectation value of S²: 2.18

XYZ file:
```
104
C46H37BMoN10O2P2S5 (wB97M-V/def2-TZVPD)
Mo 0.27 0.73 2.32
C 1.72 -0.56 6.25
C 1.32 0.44 5.36
N 1.12 -0.08 4.15
N 1.39 -1.41 4.24
C 1.75 -1.71 5.49
B 1.40 -2.29 2.97
N -0.01 -2.34 2.35
C -0.78 -3.39 2.01
C -1.95 -2.92 1.45
C -1.81 -1.53 1.47
N -0.64 -1.20 2.01
N 2.32 -1.59 1.95
C 3.48 -1.98 1.42
C 4.00 -0.94 0.67
C 3.07 0.09 0.81
N 2.05 -0.31 1.58
H 1.93 -0.46 7.30
H 1.14 1.49 5.53
H 2.00 -2.72 5.75
H 1.79 -3.39 3.22
H -0.44 -4.39 2.21
H -2.78 -3.49 1.08
H -2.48 -0.77 1.11
H 3.85 -2.97 1.61
H 4.91 -0.93 0.11
H 3.04 1.07 0.37
S 1.61 2.74 2.32
C 0.85 3.78 1.21
C 1.49 5.03 0.92
N 2.01 6.03 0.69
C -0.32 3.44 0.58
S -1.06 1.92 0.80
C -0.97 4.31 -0.35
N -1.52 4.93 -1.15
O 1.32 1.26 -1.15
P 1.10 1.79 -2.52
C -0.64 1.82 -3.04
P -1.63 0.30 -2.83
O -1.70 -0.21 -1.44
C -3.23 0.82 -3.48
C -3.92 1.80 -2.76
C -5.16 2.22 -3.18
C -5.74 1.67 -4.31
C -5.07 0.68 -5.02
C -3.82 0.26 -4.61
C -0.93 -0.91 -3.97
C -0.71 -2.19 -3.47
C -0.16 -3.17 -4.28
C 0.17 -2.87 -5.60
C -0.05 -1.60 -6.10
C -0.60 -0.62 -5.29
C 1.67 3.49 -2.70
C 0.92 4.52 -3.26
C 1.43 5.81 -3.29
C 2.68 6.08 -2.76
C 3.43 5.05 -2.20
C 2.93 3.76 -2.17
C 1.98 0.82 -3.76
C 2.38 -0.46 -3.43
C 3.04 -1.25 -4.36
C 3.30 -0.75 -5.63
C 2.91 0.54 -5.96
C 2.25 1.33 -5.03
H -0.70 2.12 -4.09
H -1.15 2.59 -2.45
H -3.48 2.22 -1.87
H -5.69 2.99 -2.62
H -6.72 2.00 -4.64
H -5.53 0.24 -5.90
H -3.31 -0.52 -5.16
H -0.96 -2.39 -2.43
H 0.01 -4.16 -3.89
H 0.60 -3.64 -6.23
H 0.22 -1.36 -7.13
H -0.75 0.38 -5.69
H -0.07 4.33 -3.65
H 0.83 6.61 -3.71
H 3.06 7.09 -2.76
H 4.40 5.27 -1.77
H 3.51 2.97 -1.72
H 2.17 -0.84 -2.43
H 3.35 -2.25 -4.10
H 3.82 -1.36 -6.35
H 3.13 0.94 -6.95
H 1.96 2.34 -5.29
S -1.67 -0.73 9.15
C -1.73 -0.53 7.50
S -1.76 1.04 6.76
C -1.65 0.31 5.18
N -1.63 -0.98 5.20
N -1.71 -1.45 6.50
C -1.71 -2.87 6.65
C -2.45 -3.48 7.66
C -2.43 -4.86 7.76
C -1.69 -5.63 6.88
C -0.98 -5.01 5.87
C -0.99 -3.63 5.75
S -1.64 1.36 3.78
H -3.03 -2.89 8.35
H -3.01 -5.33 8.55
H -1.68 -6.71 6.98
H -0.41 -5.60 5.16
H -0.46 -3.14 4.95
```

Mulliken population analysis, charges in e, atoms 1 to 4: atom 1 (Mo): 0.05, atom 2 (C): -1.45, atom 3 (C): -0.68, atom 4 (N): 0.51

***

(6)
The following is a DFT calculation (wB97M-V/def2-TZVPD) of C43H48N2O3P2Zr as an isolated structure.

Relative energy (zero: lowest compared OMol25 entry of this formula, charge and spin) (kJ/mol): 192.1
E_HOMO (alpha / beta) (eV): -11.76 / -11.76
Frontier orbital gap (alpha / beta) (Ha): 0.097 / 0.096
Total charge: +2

XYZ file:
```
99
C43H48N2O3P2Zr (wB97M-V/def2-TZVPD)
Zr -2.09 -1.96 -0.44
C 0.45 2.63 -1.81
C -0.26 2.06 -2.80
C 0.22 1.57 -4.15
C 0.50 0.03 -4.22
C 1.65 -0.48 -3.43
C 2.07 0.13 -2.30
C 2.69 1.49 -2.36
C 1.96 2.67 -1.66
C -1.62 -3.39 1.08
H -0.11 3.12 -0.99
H -1.35 1.90 -2.61
H 1.10 2.11 -4.55
H -0.59 1.76 -4.88
H -0.40 -0.52 -3.90
H 0.68 -0.22 -5.27
H 2.18 -1.32 -3.91
H 1.97 -0.33 -1.28
H 2.77 1.78 -3.43
H 3.72 1.43 -1.97
H 2.25 2.67 -0.59
H 2.34 3.63 -2.09
H -1.30 -2.98 2.04
H -0.82 -4.08 0.72
H -2.57 -3.95 1.21
P -5.75 -2.86 -4.44
P -4.00 -5.50 -4.69
C -4.63 -3.09 -5.85
C -4.08 -4.32 -6.05
C -7.34 -2.73 -5.43
C -7.38 -2.42 -6.80
C -8.61 -2.28 -7.46
C -9.81 -2.50 -6.78
C -9.77 -2.89 -5.43
C -8.55 -3.02 -4.77
C -5.30 -1.10 -4.14
C -4.07 -0.92 -3.47
C -3.62 0.36 -3.18
C -4.39 1.47 -3.54
C -5.59 1.30 -4.23
C -6.05 0.01 -4.53
C -4.57 -6.97 -5.75
C -5.84 -6.91 -6.34
C -6.26 -7.91 -7.23
C -5.42 -8.98 -7.53
C -4.16 -9.06 -6.94
C -3.74 -8.07 -6.04
C -2.19 -5.81 -4.67
C -1.70 -6.58 -3.59
C -0.34 -6.90 -3.54
C 0.53 -6.47 -4.55
C 0.03 -5.72 -5.62
C -1.32 -5.37 -5.67
H -4.47 -2.24 -6.51
H -3.71 -4.64 -7.03
H -6.46 -2.29 -7.37
H -8.62 -2.00 -8.52
H -10.76 -2.37 -7.29
H -10.71 -3.09 -4.90
H -8.53 -3.34 -3.72
H -3.47 -1.80 -3.19
H -2.66 0.49 -2.67
H -4.04 2.47 -3.28
H -6.17 2.16 -4.55
H -6.99 -0.13 -5.09
H -6.51 -6.07 -6.13
H -7.25 -7.85 -7.69
H -5.74 -9.75 -8.23
H -3.49 -9.89 -7.17
H -2.76 -8.16 -5.57
H -2.38 -6.90 -2.81
H 0.03 -7.49 -2.70
H 1.59 -6.72 -4.50
H 0.70 -5.40 -6.42
H -1.69 -4.76 -6.50
C 1.32 3.12 2.93
C 0.97 2.04 1.91
C 0.63 0.59 2.43
C 1.72 0.02 3.40
C 3.13 0.22 2.90
C -0.67 0.71 3.21
O -0.71 1.09 4.37
N -1.91 0.49 2.54
C -1.99 -0.14 1.35
O -3.06 -0.55 0.74
N -0.86 -0.55 0.74
C 0.42 -0.34 1.25
O 1.32 -0.97 0.71
H 0.70 3.10 3.83
H 1.17 4.09 2.43
H 2.38 3.12 3.24
H 0.06 2.36 1.37
H 1.77 2.00 1.16
H 1.57 0.50 4.38
H 1.53 -1.06 3.56
H 3.40 1.28 2.85
H 3.86 -0.29 3.54
H 3.20 -0.22 1.90
H -2.75 0.62 3.10
```

Mulliken population analysis, charges in e, atoms 1 to 4: atom 1 (Zr): 1.45, atom 2 (C): -0.60, atom 3 (C): 0.07, atom 4 (C): -0.94

***

Summary of F_max in eV/Å
1.4, 0.6, 2.4, 4.9, 0.6, 3.0
(order as listed above)